ORCA calculation (ωB97M-V/def2-TZVPD) on a structure of composition C64H44IN8O2V.

```
120
C64H44IN8O2V, DFT ωB97M-V/def2-TZVPD
V -0.402 0.314 -0.040
C 0.985 7.474 -3.482
C -0.052 6.649 -3.894
C -0.273 5.432 -3.263
C 0.538 5.016 -2.212
C 1.592 5.845 -1.822
C 1.812 7.064 -2.445
C 0.306 3.747 -1.475
C 1.110 2.659 -1.682
C 2.015 2.413 -2.808
C 2.392 1.130 -2.766
C 1.792 0.577 -1.530
N 1.067 1.576 -0.875
C 0.515 -1.494 -2.370
C -0.657 -2.153 -1.670
C -1.292 -3.370 -1.928
C -2.080 -3.638 -0.816
C -1.896 -2.562 0.067
C -2.392 -2.425 1.374
C -2.990 -3.620 2.027
C -4.329 -3.942 1.824
C -4.883 -5.070 2.412
C -4.106 -5.892 3.214
C -2.769 -5.582 3.421
C -2.216 -4.455 2.830
C -2.316 -1.232 2.053
N -1.979 0.001 1.504
C -2.324 0.918 2.461
C -2.360 2.304 2.334
C -3.031 3.068 3.422
C -4.393 2.900 3.674
C -5.017 3.585 4.706
C -4.289 4.451 5.508
C -2.937 4.642 5.256
C -2.317 3.962 4.218
C -1.835 3.042 1.272
C -2.074 4.447 1.114
C -1.356 4.844 0.030
C -0.657 3.688 -0.442
N -0.996 2.586 0.292
C -2.791 0.251 3.660
C -2.788 -1.072 3.406
N -1.029 -1.645 -0.475
C 1.396 -2.653 -2.850
C 1.089 -3.304 -4.046
C 1.756 -4.456 -4.431
C 2.743 -4.995 -3.621
C 3.041 -4.372 -2.421
C 2.369 -3.223 -2.032
H 1.142 8.433 -3.960
H -0.693 6.959 -4.711
H -1.086 4.796 -3.593
H 2.229 5.520 -1.008
H 2.624 7.700 -2.115
H 2.295 3.153 -3.543
H 3.067 0.596 -3.416
H -1.174 -3.991 -2.801
H -2.712 -4.494 -0.642
H -4.937 -3.301 1.197
H -5.927 -5.308 2.245
H -4.540 -6.771 3.674
H -2.155 -6.224 4.041
H -1.169 -4.225 2.980
H -4.957 2.220 3.047
H -6.076 3.440 4.888
H -4.768 4.974 6.327
H -2.360 5.317 5.875
H -1.262 4.109 4.022
H -2.720 5.042 1.738
H -1.262 5.836 -0.384
H -3.086 0.746 4.570
H -3.083 -1.882 4.055
H 0.297 -2.921 -4.676
H 1.491 -4.935 -5.366
H 3.248 -5.908 -3.912
H 3.797 -4.787 -1.764
H 2.590 -2.795 -1.073
C -2.859 1.018 -1.890
O -1.565 0.432 -2.016
C -0.969 0.406 -3.246
C -1.363 1.279 -4.252
C -0.747 1.255 -5.492
C 0.300 0.382 -5.720
C 0.712 -0.468 -4.705
C 0.068 -0.520 -3.474
N 1.046 -0.637 -1.269
N 2.421 -0.532 -0.865
C 2.812 -0.478 0.510
C 1.993 -0.033 1.557
O 0.717 0.220 1.473
C 2.605 0.123 2.843
C 3.898 -0.210 3.086
C 4.709 -0.744 2.055
C 6.029 -1.173 2.299
C 6.811 -1.669 1.291
C 6.298 -1.718 -0.018
C 5.019 -1.310 -0.287
C 4.167 -0.840 0.746
H -2.793 2.107 -1.828
H -3.263 0.635 -0.954
H -3.498 0.715 -2.721
H -2.136 2.010 -4.055
H -1.070 1.938 -6.267
H 0.804 0.361 -6.678
H 1.559 -1.116 -4.877
H 1.964 0.518 3.622
H 4.328 -0.081 4.073
H 6.410 -1.113 3.313
H 7.817 -2.016 1.492
H 6.925 -2.084 -0.823
H 4.633 -1.345 -1.296
I 4.025 -4.626 3.831
C 2.441 -3.772 2.796
C 1.515 -2.886 3.291
N 0.693 -2.596 2.266
N 1.045 -3.222 1.142
C 2.104 -3.951 1.445
H 1.391 -2.477 4.279
H -0.071 -1.926 2.230
H 2.571 -4.589 0.713
```

Results
* <S²>: 0.772
* E_tot: -4295.5357 Ha
* net charge: -1
* max |F|: 1.884 eV/A
* frontier orbital gap (alpha / beta): 4.73 / 4.76 eV
* spin multiplicity: 2
* LUMO level (alpha / beta): 1.80 / 1.81 eV
* E_HOMO (alpha / beta): -2.9 / -2.9 eV
* molecular weight: 1134.96 Da